Formula: C6H9NO
Source: the OMol25 dataset
Level of theory: ωB97M-V/def2-TZVPD

```
17
Properties=species:S:1:pos:R:3:forces:R:3:lowdin_charge:R:1
H -1.228844 -1.571494 0.168051 -0.951 -0.967 1.319 0.07
C 0.086224 -0.550862 -1.124807 1.033 -3.616 -2.961 -0.29
H 0.707915 -0.920883 -1.962337 -0.242 0.587 0.531 0.15
C -0.057641 0.679713 0.973327 3.972 -1.827 2.480 -0.09
H 0.224550 1.248981 3.820578 -0.567 0.501 -0.026 0.10
H -1.007680 1.034431 0.700101 -0.981 0.881 0.605 0.10
H -1.695624 0.519693 -0.747214 -0.248 0.278 -0.401 0.08
H -1.411732 -2.323451 -1.644203 0.820 0.450 1.634 0.12
C -1.243183 -0.177729 -1.433478 -3.513 1.520 -1.038 -0.19
N 0.545625 0.664597 2.140600 -2.649 1.003 -2.535 0.02
C 0.763716 0.050524 -0.042275 3.190 1.374 0.166 -0.29
H 2.675368 0.142748 -1.005452 0.070 -0.638 0.231 0.06
H -1.645853 -0.017026 -2.460877 0.706 -0.349 0.830 0.13
C -1.134991 -1.550541 -0.871072 0.996 0.759 -2.405 -0.04
H 2.524373 1.023519 0.591531 0.281 -0.097 0.456 0.05
O -0.224781 1.450998 2.982505 0.589 -0.292 1.683 -0.07
C 2.122558 0.296783 -0.084977 -2.506 0.433 -0.568 0.09
```
Forces are in eV/Å.

Output
Energy in hartree: -363.8574
Largest force on an atom in eV/A: 5.027
SMILES string: C=C(/C=N/O)C1CC1
E_HOMO in eV: -8.45
Lowest unoccupied orbital energy in eV: 0.651
Relative energy (zero: lowest compared OMol25 entry of this formula, charge and spin) in kcal/mol: 104.72